DFT (ωB97M-V/def2-TZVPD) results for a structure of composition C4H7N.

XYZ file:
```
12
Properties=species:S:1:pos:R:3:lowdin_charge:R:1
C 1.4250 -0.9569 -0.4122 -0.0631
C 0.8683 0.3689 -0.0276 -0.4614
N 1.2798 1.4412 0.4170 0.1172
H 1.0425 -1.2768 -1.3829 0.0780
H 2.5119 -0.8667 -0.4811 0.0807
H 1.1590 -1.7071 0.3337 0.0829
C -0.9675 0.3385 -0.3176 -0.1332
C -1.7837 0.3117 0.7348 -0.0230
H -1.4190 0.5626 1.7291 0.0651
H -2.8587 0.1729 0.6447 0.0556
H -1.3102 0.0984 -1.3202 0.0730
H 0.0526 1.5134 0.0822 0.1282
```

## Properties
largest force on an atom	4.29	eV/Å
LUMO energy	0.032	Eh
multiplicity	1
ΔE to the lowest compared entry with this formula, charge and spin	4.468	eV